1.
Density functional theory data (ωB97M-V/def2-TZVPD) for the molecule C3H4FNO2 in a non-equilibrium geometry.

Each line ends with the Mulliken charge.
Cartesian coordinates (Å):
O: 1.03 0.81 1.79  -0.5145
C: 0.51 0.50 0.73  0.4426
C: 0.20 -0.91 0.58  -0.1344
N: -0.29 -1.17 -0.58  -0.2253
O: -0.66 -2.49 -0.67  -0.3811
C: 0.03 1.58 -0.29  -0.1655
F: 0.63 2.72 0.08  -0.2638
H: 0.16 -1.55 1.48  0.3795
H: -0.92 -2.53 -1.60  0.3788
H: 0.37 1.38 -1.34  0.2537
H: -1.07 1.65 -0.18  0.2300

Calculated values
DFT total energy, eV: -11475.82169
ΔE to the lowest compared entry with this formula, charge and spin, eV: 2.571
2S+1: 1
Kohn-Sham gap, Ha: 0.3756
Maximum force, eV/A: 1.92
Structure (SMILES): O=C(/C=N/O)CF

=====

2.
Density functional theory data (ωB97M-V/def2-TZVPD) for the molecule C3H4FNO2 in a non-equilibrium geometry.

Each line ends with the Mulliken charge.
Cartesian coordinates (Å):
O: -3.26 1.06 -0.24  -0.5490
N: -3.01 -0.12 -0.06  0.8717
O: -3.82 -0.98 0.22  -0.5334
C: -1.66 -0.51 -0.07  -0.3002
C: -0.46 0.37 0.30  -0.2062
C: 0.94 -0.23 0.18  -0.1735
F: 1.01 -1.54 -0.20  -0.2576
H: -1.63 -1.67 0.00  0.3462
H: -0.73 1.47 0.30  0.3360
H: 1.46 0.46 -0.68  0.2005
H: 1.60 -0.19 1.09  0.2655

Calculated values
DFT total energy, eV: -11472.99230
ΔE to the lowest compared entry with this formula, charge and spin, eV: 5.400
2S+1: 1
Kohn-Sham gap, Ha: 0.3336
Maximum force, eV/A: 7.36
Structure (SMILES): O=[N+]([O-])/C=C/CF

=====

3.
Density functional theory data (ωB97M-V/def2-TZVPD) for the molecule C3H4FNOS in a non-equilibrium geometry.

Each line ends with the Mulliken charge.
Cartesian coordinates (Å):
O: 0.12 2.32 0.01  -0.5586
C: 0.20 1.10 0.00  0.3391
C: 1.26 0.13 0.35  0.1938
F: 2.13 0.14 -0.56  -0.2662
C: 0.19 -0.97 0.11  -0.4494
N: -0.76 0.05 -0.32  -0.1166
S: -2.50 0.25 -0.06  -0.0981
H: 1.76 0.07 1.27  0.3363
H: -0.25 -1.37 1.11  0.2486
H: 0.62 -1.96 -0.60  0.2254
H: -2.76 0.26 -1.32  0.1457

Calculated values
DFT total energy, eV: -20263.48746
ΔE to the lowest compared entry with this formula, charge and spin, eV: 2.616
2S+1: 1
Kohn-Sham gap, Ha: 0.3797
Maximum force, eV/A: 6.41
Structure (SMILES): O=C1[C@H](F)CN1S

=====

4.
Density functional theory data (ωB97M-V/def2-TZVPD) for a cluster of 2 separate species, C3H4FO2 in total in a non-equilibrium geometry.

Each line ends with the Mulliken charge.
Cartesian coordinates (Å):
C: -3.11 -0.40 0.41  -0.1930
C: -0.86 0.26 -0.04  0.5549
C: 3.30 0.24 -0.20  -0.2501
O: 0.16 0.62 -0.42  -0.1050
O: -1.97 -0.04 -0.07  0.0293
F: 3.26 -1.04 -0.44  -0.1870
H: -3.78 0.48 0.63  0.3101
H: -3.47 -1.41 0.14  0.3239
H: 2.26 0.69 -0.11  0.1811
H: 4.22 0.61 0.10  0.3358

Calculated values
DFT total energy, eV: -9973.22600
ΔE to the lowest compared entry with this formula, charge and spin, eV: 4.855
2S+1: 1
Kohn-Sham gap (spin up / spin down), Ha: 0.3494 / 0.1401
Charge: +1
Maximum force, eV/A: 5.84

=====

5.
Density functional theory data (ωB97M-V/def2-TZVPD) for a cluster of 2 separate species, C3H4FO2 in total in a non-equilibrium geometry.

Each line ends with the Mulliken charge.
Cartesian coordinates (Å):
C: -0.21 2.02 0.11  -0.2873
C: -1.28 -0.10 -0.28  0.7392
C: 1.04 -1.75 0.06  -0.6189
O: -2.01 -0.93 -0.04  -0.0948
O: -0.67 0.95 -0.57  -0.1336
F: 2.04 -0.91 -0.21  -0.1780
H: -0.61 2.03 1.11  0.3194
H: 0.15 2.75 -0.55  0.3414
H: 0.98 -2.08 1.15  0.3424
H: 0.57 -1.98 -0.79  0.5702

Calculated values
DFT total energy, eV: -9973.99316
ΔE to the lowest compared entry with this formula, charge and spin, eV: 4.087
2S+1: 1
Kohn-Sham gap (spin up / spin down), Ha: 0.3399 / 0.2535
Charge: +1
Maximum force, eV/A: 5.26

=====

6.
Density functional theory data (ωB97M-V/def2-TZVPD) for a structure of composition C3H4FO2Si in a non-equilibrium geometry.

Each line ends with the Mulliken charge.
Cartesian coordinates (Å):
C: -0.25 -1.49 -0.02  -0.8666
C: -0.64 -0.22 0.08  0.3058
C: -1.96 0.44 0.05  0.3938
O: -3.04 -0.05 -0.06  -0.6881
O: -1.69 1.69 -0.06  -0.5497
F: 1.92 0.79 -0.11  -0.4874
Si: 0.28 1.34 0.03  0.4814
H: 0.76 -1.69 -0.10  0.3649
H: -1.11 -2.04 -0.08  0.3827
H: 0.32 2.11 -1.33  -0.1677
H: 0.28 1.92 1.39  -0.1691

Calculated values
DFT total energy, eV: -17868.53063
ΔE to the lowest compared entry with this formula, charge and spin, eV: 0.000
2S+1: 1
Kohn-Sham gap, Ha: 0.3419
Charge: -1
Maximum force, eV/A: 4.03

=====

7.
Density functional theory data (ωB97M-V/def2-TZVPD) for a structure of composition C3H4FeO2 in a non-equilibrium geometry.

Each line ends with the Mulliken charge.
Cartesian coordinates (Å):
O: -0.34 0.77 -1.76  -0.6590
C: 0.78 0.24 -1.27  0.3422
C: 0.93 -0.51 -0.15  -0.1293
O: -0.07 -0.94 0.69  -0.2646
C: -0.99 0.05 1.24  -0.4817
Fe: -1.67 1.00 -0.47  0.6855
H: 1.72 0.52 -1.76  0.3876
H: 1.75 -1.24 -0.32  0.3407
H: -0.42 0.67 1.95  0.3852
H: -1.69 -0.54 1.85  0.3932

Calculated values
DFT total energy, eV: -41646.56998
ΔE to the lowest compared entry with this formula, charge and spin, eV: 0.000
2S+1: 6
Kohn-Sham gap (spin up / spin down), Ha: 0.3264 / 0.2792
Charge: +1
<S²>: 8.766
Maximum force, eV/A: 4.51

=====

8.
Density functional theory data (ωB97M-V/def2-TZVPD) for a structure of composition C3H4I2 in a non-equilibrium geometry.

Each line ends with the Mulliken charge.
Cartesian coordinates (Å):
C: 0.85 0.43 0.80  -0.2840
C: 1.49 -0.18 -0.19  -0.4320
C: -1.97 0.22 -0.11  -0.4175
I: -2.46 -1.76 0.44  0.1560
I: -2.73 0.86 -2.01  0.1177
H: 1.40 0.90 1.54  0.2507
H: -0.22 0.48 0.65  0.1679
H: 1.06 -0.77 -1.02  0.2237
H: 2.58 -0.18 -0.11  0.2175

Calculated values
DFT total energy, eV: -19372.27009
ΔE to the lowest compared entry with this formula, charge and spin, eV: 3.701
2S+1: 1
Kohn-Sham gap, Ha: 0.2617
Maximum force, eV/A: 2.92

=====

9.
Density functional theory data (ωB97M-V/def2-TZVPD) for a structure of composition C3H4I2O in a non-equilibrium geometry.

Each line ends with the Mulliken charge.
Cartesian coordinates (Å):
C: -0.26 -0.81 -0.11  -0.6497
C: 0.19 0.16 -0.88  -0.2089
C: 0.68 1.47 -0.20  0.0387
O: 0.55 1.42 1.14  -0.5226
I: -0.57 3.11 -1.08  0.0896
I: 2.76 1.68 -0.69  0.0950
H: -0.69 -1.77 -0.43  0.2821
H: -0.26 -0.62 1.00  0.1634
H: 0.41 -0.05 -2.00  0.3111
H: 0.32 2.37 1.59  0.4014

Calculated values
DFT total energy, eV: -21422.94202
ΔE to the lowest compared entry with this formula, charge and spin, eV: 1.207
2S+1: 1
Kohn-Sham gap, Ha: 0.3253
Maximum force, eV/A: 3.97

=====

10.
Density functional theory data (ωB97M-V/def2-TZVPD) for a cluster of 2 separate species, C3H4IN4OS in total in a non-equilibrium geometry.

Each line ends with the Mulliken charge.
Cartesian coordinates (Å):
C: -0.05 0.32 -0.36  0.4499
C: 0.60 2.32 0.14  0.3740
C: -0.96 -2.03 1.09  -0.7553
N: -0.29 1.31 0.42  -0.4515
N: 1.42 1.74 -0.94  -0.2760
N: 1.09 0.37 -1.06  0.0955
N: -1.11 -1.53 -0.28  -0.4596
O: 0.69 3.43 0.51  -0.5910
S: 2.10 -0.43 -2.04  -0.5508
I: -3.01 -0.82 -0.72  -0.0002
H: -1.42 -3.05 1.19  0.2906
H: 0.07 -2.10 1.32  0.3234
H: -1.51 -1.48 1.87  0.3164
H: 2.37 1.95 -1.14  0.2347

Calculated values
DFT total energy, eV: -30116.71685
ΔE to the lowest compared entry with this formula, charge and spin, eV: 2.410
2S+1: 1
Kohn-Sham gap, Ha: 0.2142
Charge: -1
Maximum force, eV/A: 4.94

=====

11.
Density functional theory data (ωB97M-V/def2-TZVPD) for the molecule C3H4INO in a non-equilibrium geometry.

Each line ends with the Mulliken charge.
Cartesian coordinates (Å):
H: 0.73 -0.75 -2.08  0.2535
N: -0.13 -0.61 -1.51  -0.6130
C: -0.04 -0.29 -0.34  0.5566
C: 1.15 0.19 0.42  -0.8246
C: -1.52 -0.12 0.48  0.1138
O: -1.74 -0.80 1.39  -0.3716
I: -2.54 1.64 -0.10  0.0353
H: 1.01 1.31 0.29  0.2336
H: 1.00 -0.26 1.40  0.2988
H: 2.09 -0.31 0.04  0.3176

Calculated values
DFT total energy, eV: -14812.60471
ΔE to the lowest compared entry with this formula, charge and spin, eV: 0.809
2S+1: 1
Kohn-Sham gap, Ha: 0.3518
Maximum force, eV/A: 4.27
Structure (SMILES): [H]/N=C(\C)C(=O)I

=====

12.
Density functional theory data (ωB97M-V/def2-TZVPD) for a cluster of 2 separate species, C3H4INOS in total in a non-equilibrium geometry.

Each line ends with the Mulliken charge.
Cartesian coordinates (Å):
C: 0.90 -1.67 0.73  0.5928
C: 0.25 1.83 -0.43  -0.5682
C: -1.71 0.00 -0.73  -0.4467
N: 1.94 -1.07 0.86  -0.4758
O: -0.08 -2.24 0.89  -0.3514
S: -0.31 0.60 -1.43  -0.0025
I: -2.54 0.75 1.12  0.0269
H: -0.28 1.95 0.44  0.2687
H: 1.28 2.19 -0.63  0.2777
H: -2.23 -0.96 -1.16  0.4060
H: 2.79 -1.38 0.34  0.2726

Calculated values
DFT total energy, eV: -25645.04677
ΔE to the lowest compared entry with this formula, charge and spin, eV: 0.405
2S+1: 3
Kohn-Sham gap (spin up / spin down), Ha: 0.2372 / 0.3226
<S²>: 2.012
Maximum force, eV/A: 3.86